The following is a quantum chemistry calculation of a gas-phase ion, C5H9N2 (charge +1), from the Open Molecules 2025 dataset.

Geometry as XYZ:
```
16
Properties=species:S:1:pos:R:3:mulliken_charge:R:1
C 0.221 1.708 -0.628 -1.05
C 0.365 0.476 -0.356 0.69
C 1.235 -0.560 -1.113 -1.30
C -0.199 -0.264 0.822 0.30
C -1.298 -1.288 0.496 -1.14
N -0.650 0.825 1.673 0.43
N -0.598 1.951 1.727 -0.22
H 0.725 2.179 -1.414 0.38
H -0.465 2.394 -0.037 0.32
H 2.061 -0.507 -0.441 0.43
H 1.693 -0.126 -2.044 0.33
H 0.969 -1.638 -1.020 0.34
H 0.616 -0.759 1.308 0.42
H -1.457 -2.065 1.191 0.36
H -0.987 -1.645 -0.462 0.35
H -2.233 -0.681 0.298 0.38
```

SMILES: C=C(C)[C@H](C)[N+]#N
Orbital gap (hartree): 0.318
E_HOMO (Ha): -0.5496
Spin multiplicity: 1
E (eV): -8300.861
Energy relative to the best compared isomer or geometry (same formula, charge and spin) (eV): 4.872
Net charge: +1
Molecular weight (g mol⁻¹): 97.1
Maximum force (eV/A): 4.45